# C4H9NO3

A 2-piece molecular cluster, C4H9NO3 overall (the ωB97M-V functional and the def2-TZVPD basis, OMol25).

XYZ file:
```
17
Properties=species:S:1:pos:R:3
C 0.67614 -0.52167 1.40002
C 0.14865 -1.17838 0.16878
N -0.19281 -0.32960 -0.82110
C -0.09076 1.13432 -0.77974
C 1.28401 1.67687 -0.99103
O 1.66341 2.75047 -0.36821
O 0.03587 -2.39496 0.01539
H -0.00579 0.22230 1.79028
H 0.90304 -1.21541 2.19960
H 1.58187 0.02451 1.12334
H -0.43297 -0.79308 -1.68280
H -0.80935 1.50936 -1.52932
H -0.46189 1.53608 0.16410
H 1.96367 1.10159 -1.62526
H -2.72539 -1.67314 1.32096
H -2.21461 -0.62622 0.30736
O -2.77321 -0.73514 1.09321
```

Results
Spin multiplicity = 2
⟨S²⟩ = 0.75
Lowest unoccupied orbital energy (spin up / spin down) = 3.616 / 3.564 eV
Relative energy (zero: lowest compared OMol25 entry of this formula, charge and spin) = 0.554 eV
Charge = -1
Highest occupied orbital energy (spin up / spin down) = -0.21 / -3.55 eV
Gap between HOMO and LUMO (spin up / spin down) = 3.825 / 7.109 eV

---

# C63H158N10O26

C63H158N10O26 as an isolated structure in a non-equilibrium geometry (the ωB97M-V functional and the def2-TZVPD basis, OMol25).

XYZ file:
```
257
Properties=species:S:1:pos:R:3
C -6.14350 0.58040 -2.85262
C -4.67936 0.81123 -2.98388
C -3.88519 -0.08940 -3.87746
O -3.79171 -1.50845 -3.53496
C -3.32837 -2.13557 -4.73301
N -4.28251 2.13723 -3.54818
H -4.47296 2.90452 -2.91360
H -2.91487 2.32455 -3.88383
H -4.80876 2.37258 -4.37155
H -6.49691 1.04648 -1.92136
H -6.38681 -0.48467 -2.88643
H -6.73628 0.99106 -3.67354
H -4.32001 0.85434 -1.93661
H -2.86393 0.29576 -3.94969
H -4.29445 -0.01653 -4.88702
H -2.33351 -1.71834 -4.94160
H -4.01464 -1.82608 -5.50634
H -3.33156 -3.16586 -4.54684
C -7.12056 -1.59828 1.58811
C -6.09647 -0.93853 2.49724
C -4.61523 -0.95563 1.92378
O -3.77064 -0.13975 2.70723
C -2.82678 -0.82839 3.50124
N -6.37151 0.52739 2.64463
H -6.36622 1.31331 1.29056
H -7.22442 0.75491 3.10999
H -5.54309 0.88027 3.15545
H -6.97970 -2.66491 1.40563
H -7.17207 -1.04657 0.63834
H -8.11480 -1.50916 2.03345
H -5.91337 -1.41337 3.42347
H -4.63790 -0.56465 0.89183
H -4.22698 -1.99574 1.93952
H -2.33281 -1.57481 2.89513
H -3.36589 -1.28070 4.33094
H -1.97080 -0.21238 3.85750
C -1.46652 -3.40771 -1.87351
C -0.55293 -2.27869 -1.57342
C -1.25514 -1.14158 -0.86504
O -0.31395 -0.05708 -0.76169
C -0.34166 0.59183 0.51047
N 0.60300 -2.79954 -0.74186
H 1.21674 -3.36813 -1.39073
H 1.20469 -2.06801 -0.33532
H 0.31875 -3.42506 0.06205
H -2.47353 -3.03919 -2.26156
H -1.59047 -3.98230 -0.96759
H -1.06736 -4.12320 -2.61305
H -0.11943 -1.87772 -2.49054
H -1.67809 -1.49020 0.07979
H -2.03951 -0.80754 -1.56038
H 0.50741 1.17189 0.84892
H -0.52633 -0.18341 1.28065
H -1.20402 1.28565 0.67212
C 1.56794 3.53280 -5.72270
N 0.76361 3.26324 -6.92830
C 1.72282 3.01466 -8.03972
C -0.05754 2.06315 -6.70917
C 0.01092 4.53165 -7.29808
C -0.96361 5.12580 -6.26799
O -0.32864 5.65592 -5.15532
H 0.94854 3.79991 -4.87401
H 2.26929 4.34089 -5.89020
H 2.08405 2.64590 -5.43614
H 2.34132 2.17049 -7.74148
H 2.28908 3.93360 -8.19733
H 1.17455 2.74450 -8.94823
H -0.83875 2.01018 -7.43693
H -0.56212 2.07364 -5.72884
H 0.56150 1.13202 -6.76880
H -0.47276 4.36254 -8.30804
H 0.80272 5.24801 -7.50966
H -1.70738 4.34928 -6.10714
H -1.37705 5.98608 -6.87633
H -0.64918 5.11900 -4.39975
C -8.45751 5.72278 2.28323
N -7.05934 6.04347 2.68274
C -6.99570 5.86799 4.21390
C -6.10879 5.18091 1.95060
C -6.76136 7.50155 2.42923
C -5.29420 7.82200 2.51355
O -4.70929 7.19822 3.62521
H -8.70822 4.71869 2.48662
H -8.54501 5.90759 1.19116
H -9.17363 6.43521 2.71697
H -7.75826 6.51717 4.66290
H -6.01907 6.21549 4.50224
H -7.15837 4.80686 4.44077
H -6.07399 5.52167 0.93351
H -6.55342 4.17965 1.92218
H -5.13232 5.27311 2.32607
H -7.32828 8.01220 3.21078
H -7.29722 7.65411 1.49274
H -5.17584 8.93304 2.46489
H -4.76295 7.59727 1.60474
H -3.80167 6.76131 3.31248
C 3.48412 -8.75746 -1.84259
N 2.31208 -8.38791 -0.87241
C 1.92332 -9.52923 0.00343
C 2.88314 -7.20292 -0.05852
C 1.23347 -7.93483 -1.75688
C 0.24370 -7.12957 -0.96819
O -0.37005 -7.84041 0.04260
H 4.29174 -9.17952 -1.20047
H 3.78541 -7.82635 -2.35222
H 3.13219 -9.41581 -2.62614
H 1.28516 -9.21411 0.84327
H 2.86570 -10.00391 0.30809
H 1.19114 -10.08660 -0.60756
H 2.25872 -6.76603 0.73239
H 3.05958 -6.37614 -0.74129
H 3.82184 -7.55164 0.31319
H 0.71822 -8.77465 -2.19383
H 1.68525 -7.19953 -2.43103
H -0.44406 -6.70220 -1.72037
H 0.72099 -6.26023 -0.60834
H -0.43755 -7.23950 0.81497
C 2.53874 5.68316 -0.99040
N 3.38673 4.51317 -1.71606
C 2.81333 3.12421 -1.39865
C 3.24706 4.77944 -3.18893
C 4.79450 4.75193 -1.09048
C 5.82805 3.69995 -1.52171
O 6.29370 3.73567 -2.83005
H 2.27206 5.51259 0.05692
H 1.63342 5.67259 -1.61016
H 3.02068 6.61022 -1.16383
H 3.19214 2.39780 -2.13314
H 1.73094 3.16476 -1.38513
H 3.21643 2.98204 -0.40127
H 2.17161 4.80952 -3.42821
H 3.67251 3.95368 -3.74348
H 3.70541 5.75961 -3.46232
H 4.65886 4.68011 0.01817
H 5.03299 5.75196 -1.41483
H 5.43498 2.73372 -1.27529
H 6.63400 3.74811 -0.75206
H 6.13480 2.87812 -3.30124
C 4.39391 -1.65814 -2.50970
N 5.86101 -1.92979 -2.36028
C 6.11202 -3.40631 -2.65785
C 6.65080 -1.09485 -3.35798
C 6.26958 -1.75646 -0.94982
C 6.30601 -0.30390 -0.52121
O 7.52426 0.40373 -0.75784
H 4.00961 -1.76272 -3.50286
H 4.20627 -0.65033 -2.22875
H 3.87912 -2.34886 -1.84853
H 5.72978 -3.92626 -1.81538
H 7.18620 -3.64295 -2.65790
H 5.61718 -3.65614 -3.57279
H 7.69572 -1.38384 -3.19920
H 6.42486 -0.01908 -3.34376
H 6.46392 -1.49550 -4.34659
H 7.25753 -2.27540 -0.97647
H 5.58040 -2.19520 -0.25763
H 6.01945 -0.21376 0.55443
H 5.55631 0.29516 -1.00376
H 8.21182 0.05108 -0.20211
C 2.46323 3.85399 2.71345
N 2.00088 2.86890 3.73506
C 2.05449 3.52256 5.08307
C 0.56963 2.47918 3.48429
C 2.95229 1.70995 3.95626
C 2.81700 0.58801 3.05243
O 2.88862 0.98734 1.68397
H 2.67359 3.31724 1.77515
H 3.37526 4.28709 3.14234
H 1.73653 4.68623 2.58694
H 1.58675 2.90741 5.87027
H 1.58429 4.48786 5.06490
H 3.11695 3.56483 5.32308
H 0.59693 1.83834 2.60233
H 0.01822 3.39977 3.17502
H 0.25080 1.95417 4.33312
H 2.69511 1.41030 4.99775
H 3.96293 2.14421 3.90605
H 1.95608 -0.04007 3.27462
H 3.64974 -0.07265 3.33090
H 2.76065 0.16269 1.17974
C 1.96191 -3.25520 4.45927
N 1.19407 -4.39535 5.17446
C 1.75283 -4.51794 6.51366
C -0.23170 -4.06019 5.21992
C 1.46362 -5.63472 4.41028
C 1.38475 -7.00236 5.06523
O 0.03525 -7.45906 5.06099
H 1.57699 -2.30158 4.78029
H 1.88291 -3.43988 3.37970
H 3.01566 -3.31638 4.68648
H 1.61798 -3.54150 6.98332
H 2.84607 -4.69467 6.50551
H 1.27258 -5.35323 7.02841
H -0.76102 -4.78469 5.81632
H -0.66788 -4.00693 4.21080
H -0.29914 -3.11979 5.73408
H 2.52061 -5.53783 4.12501
H 0.84000 -5.60579 3.52917
H 1.80907 -7.12897 6.09224
H 2.06835 -7.56364 4.43057
H 0.07261 -8.43757 5.13911
C 0.86778 0.61598 7.91821
C 0.76213 -0.11425 6.63723
O 1.23275 0.37499 5.63094
O 0.31035 -1.29149 6.60782
H 1.53667 -0.00335 8.51909
H -0.05450 0.67724 8.41576
H 1.16199 1.62781 7.79654
C 3.06154 -4.97572 -4.76316
C 2.67535 -4.69689 -3.26499
O 3.30892 -5.30086 -2.40504
O 1.74031 -3.89810 -3.03270
H 4.04045 -5.45445 -4.86178
H 3.06682 -4.02993 -5.31923
H 2.24405 -5.60567 -5.16387
C -4.36203 2.81589 1.09828
C -5.42341 2.59413 0.00208
O -5.46026 3.27667 -0.98298
O -6.44478 1.75201 0.33468
H -4.82232 3.05431 2.02538
H -3.64781 3.65052 0.83241
H -3.71301 1.96995 1.26646
C 1.82941 0.10785 -3.50778
C 3.15303 0.59931 -4.22434
O 3.95910 1.28630 -3.55629
O 3.20639 0.38599 -5.46485
H 1.98342 -0.02395 -2.46298
H 1.55995 -0.85141 -3.93227
H 1.10854 0.87856 -3.68885
C 3.17352 -3.73878 1.35637
C 3.43578 -2.25701 1.17493
O 2.55062 -1.51037 0.73406
O 4.65464 -1.90543 1.32617
H 2.09853 -3.91219 1.53878
H 3.62617 -3.99344 2.35281
H 3.64339 -4.36530 0.58832
C -2.54345 -5.53333 1.52296
C -1.08152 -4.90514 1.57804
O -0.95858 -3.64302 1.51627
O -0.14492 -5.74383 1.76577
H -2.85779 -5.65912 2.55850
H -2.48924 -6.51143 1.02576
H -3.19855 -4.87964 1.03523
C -1.71058 6.58853 4.67088
C -1.77213 6.14963 3.21908
O -2.90157 6.08469 2.64676
O -0.69245 5.80614 2.67201
H -2.63001 6.51485 5.19414
H -1.42867 7.66719 4.74562
H -0.99170 5.91741 5.14177
C -1.99054 2.76310 -1.68015
C -1.40897 3.26943 -2.98097
O -1.90643 2.79122 -4.12004
O -0.47360 4.03378 -2.99117
H -2.40173 1.74869 -1.68896
H -2.67747 3.47594 -1.25908
H -1.07386 2.73184 -1.07037
```

Results
Lowest unoccupied orbital energy = -2.675 eV
Charge = +2
Highest occupied orbital energy = -10.77 eV
Gap between HOMO and LUMO = 8.097 eV

---

| no. | energy (eV) |
| --- | --- |
| 1 | -11926.178 |
| 2 | -136012.402 |